{
  "formula": "C3H12O4",
  "method": "ωB97M-V/def2-TZVPD",
  "elements": ["C", "O", "C", "C", "O", "H", "H", "H", "H", "H", "H", "H", "H", "H", "H", "O", "H", "H", "O"],
  "coordinates": [[0.0866, -1.0909, -2.3341], [-0.6983, -2.0187, -3.0846], [-0.5546, 0.2622, -2.0181], [0.2131, 0.9094, -0.8733], [0.1544, 0.1173, 0.3357], [0.3391, -1.6643, -1.4529], [1.0488, -0.9730, -2.8590], [-1.0619, -1.6252, -3.8830], [-0.4971, 0.8455, -2.9363], [-1.5761, 0.0000, -1.7372], [1.2407, 1.0762, -1.1680], [-0.3680, 1.8013, -0.6144], [1.0577, 0.0625, 0.5987], [3.5556, -1.1864, 2.3285], [3.3632, -0.0058, 3.2687], [3.2797, -0.2640, 2.3423], [-3.3130, 0.8158, 5.3593], [-2.8178, 1.8155, 4.2675], [-3.4519, 1.1226, 4.4602]],
  "de_lowest_kcal_mol": 25.1,
  "fmax_ha_per_bohr": 0.0401,
  "orbital_gap_ha": 0.386,
  "smiles": "OCCCO.O.O"
}



{
  "formula": "C3H12O4",
  "method": "ωB97M-V/def2-TZVPD",
  "elements": ["C", "C", "O", "C", "H", "H", "H", "H", "H", "H", "H", "H", "O", "H", "H", "O", "H", "H", "O"],
  "coordinates": [[-0.0642, -0.3049, 0.8434], [0.8044, -0.0259, -0.1153], [2.1335, -0.2300, 0.1344], [0.5246, 0.5786, -1.4615], [-1.1203, -0.1857, 0.6566], [0.2828, -0.5682, 1.8220], [2.7136, 0.2852, -0.4335], [-0.5236, 0.8677, -1.5350], [1.1213, 1.4754, -1.5167], [0.6634, -0.1421, -2.2593], [-0.0733, 2.3440, 3.1928], [0.4408, 0.9224, 3.6870], [0.6319, 1.6973, 3.1563], [-0.1568, -3.4968, -0.7585], [0.7850, -2.3388, -0.7475], [0.7897, -3.3069, -0.8077], [-2.8593, 0.0448, -1.3080], [-2.8825, 1.5138, -1.5982], [-3.2109, 0.8701, -0.9513]],
  "de_lowest_kcal_mol": 26.8,
  "fmax_ha_per_bohr": 0.0264,
  "orbital_gap_ha": 0.347,
  "smiles": "C=C(C)O.O.O.O"
}



{
  "formula": "C3H12O5",
  "method": "ωB97M-V/def2-TZVPD",
  "elements": ["O", "C", "O", "C", "C", "H", "H", "H", "H", "H", "H", "H", "H", "O", "H", "H", "O", "H", "H", "O"],
  "coordinates": [[1.4837, 1.2387, -1.1194], [1.2215, 0.5559, -0.1168], [1.8223, -0.6061, -0.1145], [0.1435, 0.8402, 0.9528], [-0.4573, 2.2424, 1.2059], [2.4521, -0.7478, -1.0072], [0.6432, 0.3618, 2.0258], [-0.7394, 0.2196, 0.6842], [-1.1341, 2.4768, 0.4015], [0.3539, 3.1062, 1.0057], [-0.9457, 2.2605, 2.0838], [-0.4885, -2.9339, -0.0187], [-0.3958, -1.6605, -0.3337], [-1.1071, -2.2401, -0.0660], [-3.4956, -0.7602, 0.2239], [-2.8289, -1.8351, 0.8576], [-3.6691, -1.4120, 0.8860], [2.1809, -1.0471, -2.9126], [2.1434, 0.3153, -2.2192], [2.8172, -0.3747, -2.4191]],
  "de_lowest_kcal_mol": 43.4,
  "fmax_ha_per_bohr": 0.1300,
  "orbital_gap_ha": 0.401,
  "smiles": "CCC(=O)O.O.O.O"
}



{
  "formula": "C3H13N2",
  "method": "ωB97M-V/def2-TZVPD",
  "elements": ["C", "N", "H", "H", "H", "H", "H", "H", "C", "N", "C", "H", "H", "H", "H", "H", "H", "H"],
  "coordinates": [[-0.2902, 2.3986, 0.2662], [0.8435, 1.4987, 0.5647], [-0.3070, 3.2807, 0.8950], [-1.2527, 1.8786, 0.4075], [-0.2180, 2.6123, -0.7998], [1.7108, 2.0130, 0.4802], [0.8535, 1.2537, 1.5559], [0.3523, -0.1903, 0.2478], [-1.3693, -1.4626, 0.2561], [-0.1824, -0.8287, -0.4404], [0.9455, -1.7227, -0.7127], [-0.9122, -2.0588, 1.0468], [-1.8516, -2.1372, -0.4515], [-2.0273, -0.6889, 0.6158], [-0.4710, -0.3014, -1.2600], [1.8024, -1.3021, -1.2295], [1.4020, -2.1114, 0.2014], [0.6473, -2.5215, -1.4119]],
  "charge": 1,
  "de_lowest_kcal_mol": 31.9,
  "fmax_ha_per_bohr": 0.0511,
  "orbital_gap_ha": 0.417
}



{
  "formula": "C3H13N2",
  "method": "ωB97M-V/def2-TZVPD",
  "elements": ["C", "N", "H", "H", "H", "H", "H", "H", "C", "C", "N", "H", "H", "H", "H", "H", "H", "H"],
  "coordinates": [[-2.6769, 0.5713, -0.5764], [-1.7209, 0.7867, 0.4916], [-3.3044, -0.2129, -0.1774], [-3.5105, 1.3457, -0.5838], [-2.3125, 0.7740, -1.6307], [0.0092, 0.0189, 0.5746], [-2.1692, 0.7319, 1.3357], [-1.1410, 1.6090, 0.2376], [2.5522, 0.0810, 0.3468], [1.7263, -0.8628, -0.4552], [0.3345, -0.9155, 0.2159], [3.3892, -0.4990, 0.8896], [2.8803, 0.9466, -0.1027], [1.9258, 0.4401, 1.1158], [1.7820, -0.2706, -1.4575], [2.1683, -1.7860, -0.7701], [-0.3934, -1.2274, -0.4628], [0.4611, -1.5311, 1.0090]],
  "charge": 1,
  "de_lowest_kcal_mol": 64.7,
  "fmax_ha_per_bohr": 0.0940,
  "orbital_gap_ha": 0.377
}



{
  "formula": "C3H13N2O",
  "method": "ωB97M-V/def2-TZVPD",
  "elements": ["C", "C", "C", "N", "N", "H", "H", "H", "H", "H", "H", "H", "H", "H", "H", "H", "H", "H", "O"],
  "coordinates": [[0.9510, -1.9567, -0.1715], [1.6316, -0.4758, -0.7276], [0.3915, 0.5877, -1.0097], [-0.2991, 0.8373, 0.3515], [0.4881, -1.5749, 1.2444], [-0.0669, -2.3088, -0.4626], [1.6010, -2.8841, -0.2228], [2.3908, -0.6365, -1.4592], [2.1584, -0.1858, 0.1159], [-0.5011, 0.3802, -1.6168], [0.9091, 1.5452, -1.1589], [-0.0594, -0.0722, 0.8605], [0.2288, 1.6698, 0.7273], [-1.2663, 1.1593, 0.3393], [-0.2503, -2.2803, 1.4932], [1.3509, -1.6405, 1.8227], [-3.4418, 1.9265, -0.3326], [-3.3489, 3.3572, 0.0711], [-2.8673, 2.5525, 0.1358]],
  "charge": 1,
  "de_lowest_kcal_mol": 46.5,
  "fmax_ha_per_bohr": 0.1124,
  "orbital_gap_ha": 0.418
}



{
  "formula": "C3H13N2O",
  "method": "ωB97M-V/def2-TZVPD",
  "elements": ["C", "N", "C", "N", "C", "H", "H", "H", "H", "H", "H", "H", "H", "H", "H", "H", "H", "H", "O"],
  "coordinates": [[0.6733, -1.7129, -0.3608], [-0.5337, -2.5239, -0.2266], [0.6639, -0.3499, 0.3758], [-0.5082, 0.5296, 0.0782], [-1.0734, 0.5004, -1.3403], [1.5462, -2.2313, 0.0336], [0.8595, -1.5004, -1.4166], [-0.5350, -2.9780, 0.6824], [-1.3673, -1.9588, -0.2255], [0.6717, -0.5768, 1.4489], [1.6049, 0.1797, 0.2135], [-0.1065, 1.4747, 0.1865], [-1.1252, 0.4736, 0.8732], [-0.5504, 1.3063, -1.8483], [-0.8031, -0.4456, -1.7741], [-2.1166, 0.6994, -1.2607], [1.5174, 3.4039, 1.2174], [0.3731, 2.9633, 2.0889], [0.8093, 2.7465, 1.2543]],
  "charge": 1,
  "de_lowest_kcal_mol": 26.0,
  "fmax_ha_per_bohr": 0.0367,
  "orbital_gap_ha": 0.376
}



{
  "formula": "C3H13N2O2S",
  "method": "ωB97M-V/def2-TZVPD",
  "elements": ["C", "C", "S", "N", "C", "N", "H", "H", "H", "H", "H", "H", "H", "H", "H", "H", "H", "O", "H", "H", "O"],
  "coordinates": [[0.7810, -0.1345, -0.0506], [1.1105, -1.4248, -0.8515], [2.3020, -1.0684, -2.1930], [-0.2214, -0.3427, 0.9929], [-0.3480, 0.8674, 1.8889], [-1.1360, 1.9153, 1.3412], [0.4131, 0.6451, -0.7180], [1.7240, 0.2490, 0.3679], [1.5774, -2.0393, -0.0714], [0.2140, -1.9241, -1.2080], [0.1060, -1.0902, 1.6056], [-0.8348, 0.4567, 2.7781], [0.6714, 1.1416, 2.1698], [-1.9657, 1.4992, 0.9324], [-0.6318, 2.4389, 0.6372], [-2.6827, -1.9636, 0.9591], [-1.6965, -1.0529, 0.2151], [-2.6403, -1.3718, 0.2168], [0.6428, 0.6739, -3.4705], [1.7281, 1.0972, -2.5968], [0.8869, 1.4281, -2.9453]],
  "de_lowest_kcal_mol": 7.6,
  "fmax_ha_per_bohr": 0.0329,
  "s_squared": 0.7530,
  "orbital_gap_ha": [0.383, 0.256],
  "multiplicity": 2
}